A structure of composition C44H59IN11S2SiY at a distorted geometry. Source: the Open Molecules 2025 dataset; level of theory: wB97M-V/def2-TZVPD.

The value obtained for the HOMO energy is -0.253 Ha. The molar mass is 1050.1 g mol⁻¹. The energy above the lowest of the compared OMol25 structures with the same formula, charge and spin is 1.437 eV. The value obtained for the gap between HOMO and LUMO is 6.954 eV. The electronic energy is -3736.28499 Eh.

Structure (ORCA input):
```
! RIJCOSX wB97M-V def2-TZVPD def2/J DEFGRID3
* xyz 0 1
I 4.981 -6.384 22.618
Y 5.165 -4.272 20.550
S 8.266 1.251 20.383
S 7.501 -3.143 19.664
Si 2.462 -2.911 21.273
N 7.691 0.655 22.899
N 10.044 -3.593 20.393
N 6.106 -6.221 19.351
N 7.473 -3.787 22.497
N 3.941 -3.314 16.016
N 4.985 -3.415 17.963
N 3.532 -5.593 18.888
N 8.610 -3.893 22.066
N 10.465 -3.264 19.152
N 6.825 2.571 22.318
N 5.656 -8.420 19.237
C 4.699 -1.364 22.301
C 9.385 -8.714 19.093
C 13.727 -3.178 17.495
C 7.980 -5.268 24.216
C 4.466 -2.026 16.184
C -0.027 -2.934 22.770
C 8.799 -3.512 20.712
C 14.053 -2.946 19.919
C 0.954 -3.875 22.068
C 4.400 -0.942 15.308
C 4.187 -4.048 17.155
C 7.029 1.100 24.114
C 6.763 -3.209 24.737
C 3.747 -6.953 19.243
C 14.601 -3.040 18.653
C 9.653 -7.302 19.102
C 5.752 0.118 16.905
C 7.315 -6.948 19.239
C 1.324 -4.982 23.004
C 2.877 -0.759 19.684
C 1.603 -2.524 18.493
C 6.656 -3.667 26.020
C 3.672 -5.444 17.471
C 5.129 -2.120 17.383
C 0.207 -4.572 20.892
C 7.050 -8.296 19.216
C 7.565 1.532 21.858
C 7.420 -4.084 23.893
C 5.150 0.147 15.725
C 1.759 -1.790 19.869
C 3.277 -2.462 24.018
C 7.064 -4.957 26.415
C 2.529 -0.378 22.979
C 7.828 -5.706 25.523
C 12.630 -3.065 20.099
C 6.047 2.036 23.490
C 5.175 -7.174 19.294
C 3.204 -1.704 22.635
C 11.837 -3.206 18.957
C 5.729 -0.934 17.838
C 8.602 -6.450 19.184
C 12.380 -3.215 17.651
C 8.071 -9.231 19.058
C 0.384 -1.065 20.147
H 2.558 -0.021 18.915
H 5.263 1.091 15.275
H 8.477 -5.893 23.512
H 3.287 -7.149 20.208
H 10.317 -9.216 19.065
H 0.751 -3.290 18.374
H 6.598 0.225 24.602
H 14.742 -2.801 20.727
H 1.572 -4.643 24.059
H 2.769 -5.609 16.893
H 14.207 -3.200 16.510
H 3.463 -3.556 23.976
H 6.374 -2.311 24.366
H 2.274 -2.514 24.508
H 5.148 1.539 23.183
H 0.266 -0.266 19.440
H 3.297 -7.601 18.377
H 0.413 -2.630 23.722
H 1.630 -1.702 17.678
H 6.972 -5.240 27.423
H 4.996 -1.099 21.256
H 8.155 -6.705 25.808
H 4.411 -6.169 17.103
H 3.293 -3.641 15.313
H 2.622 -5.179 19.290
H -0.266 -2.008 22.281
H 5.130 -9.216 19.641
H 3.056 -0.107 20.570
H 12.226 -2.887 21.041
H 5.671 2.865 24.051
H 10.656 -6.957 19.134
H -1.023 -3.431 22.908
H 0.804 -5.230 20.243
H 0.544 -5.636 23.181
H 5.268 -2.317 22.633
H 9.783 -2.807 18.539
H 6.463 3.116 21.525
H 2.206 -5.577 22.688
H 3.833 -1.231 19.438
H -0.480 -1.740 19.964
H 4.957 -0.531 22.977
H 7.896 -10.328 18.893
H 1.435 -0.509 23.087
H -0.552 -5.192 21.363
H 8.142 -0.217 22.788
H 2.877 -0.001 23.942
H 2.682 0.382 22.226
H 7.696 1.688 24.767
H -0.367 -3.925 20.210
H 3.854 -1.882 24.790
H 3.809 -1.030 14.372
H 0.304 -0.485 21.132
H 6.224 1.020 17.218
H 6.194 -0.801 18.821
H 6.114 -3.062 26.702
H 2.532 -3.087 18.341
H 15.655 -3.227 18.527
H 8.721 -5.362 19.133
H 11.750 -3.308 16.748
*
```

Here are the Mulliken charges for atoms 1 to 99, given in e: I -0.51; Y -1.17; S -0.32; S -0.14; Si 0.46; N 0.00; N -0.27; N 0.59; N 1.22; N 0.04; N 0.87; N 0.19; N -0.98; N 0.21; N -0.29; N 0.04; C 0.82; C -0.53; C -0.38; C -0.36; C 0.36; C -1.70; C -0.24; C -0.52; C 3.07; C -1.28; C -0.74; C -0.36; C -0.26; C -1.02; C -0.58; C -0.57; C -1.12; C -0.33; C -1.64; C -1.52; C -0.51; C -0.93; C -0.82; C 0.49; C -1.88; C 0.86; C -0.06; C 0.50; C -0.49; C 2.44; C -1.65; C -0.87; C -1.68; C -0.57; C -0.33; C -0.02; C 0.17; C 2.49; C 0.40; C -0.02; C -0.22; C -0.59; C -1.04; C -1.87; H 0.71; H 0.44; H 0.48; H 0.40; H 0.40; H 0.21; H 0.09; H 0.37; H 0.29; H 0.43; H 0.34; H 0.08; H 0.40; H 0.46; H -0.13; H 0.57; H 0.33; H 0.27; H 0.39; H 0.46; H -0.57; H 0.33; H 0.59; H 0.26; H -0.41; H 0.25; H 0.35; H 0.00; H 0.50; H 0.42; H 0.58; H 0.41; H 0.08; H 0.72; H -1.31; H 0.16; H 0.30; H -0.15; H -0.48

---

A structure of composition C27H28EuI2N7O4S2 at a distorted geometry. Source: the Open Molecules 2025 dataset; level of theory: wB97M-V/def2-TZVPD.

The value obtained for the HOMO energy (spin up / spin down) is -0.053 / -0.173 Ha. The molar mass is 984.5 g mol⁻¹. The energy above the lowest of the compared OMol25 structures with the same formula, charge and spin is 1.462 eV. The value obtained for the gap between HOMO and LUMO (spin up / spin down) is 3.406 / 6.679 eV. The electronic energy is -3832.14458 Eh.

Structure (ORCA input):
```
! RIJCOSX wB97M-V def2-TZVPD def2/J DEFGRID3
* xyz -1 8
Eu 0.354 -0.213 0.020
I -2.557 5.850 -4.524
I 1.818 4.403 -0.673
S 0.364 3.236 3.999
S 2.418 -1.636 -1.095
O -1.592 -0.949 0.554
O -0.213 1.982 -0.227
O 2.967 -0.159 1.034
O -2.130 -2.984 -0.141
N 0.059 -1.472 2.615
N 4.654 -1.821 0.339
N -1.351 -1.187 4.343
N 2.730 -2.463 1.467
N -1.641 -0.021 -2.035
N 0.915 0.812 -2.620
N 0.634 1.235 2.408
C -0.345 -3.943 2.342
C 0.951 2.476 2.558
C -1.419 -2.526 4.004
C -0.518 -2.687 2.925
C -0.464 -0.588 3.471
C -1.967 -4.830 3.926
C 2.424 2.043 -4.010
C -2.522 1.107 -1.707
C 3.853 0.825 0.550
C 3.268 -1.566 0.503
C -3.422 -2.834 0.456
C -1.729 4.515 -3.121
C -0.108 0.777 3.480
C -2.154 -3.583 4.517
C -0.044 3.958 -1.547
C 2.075 1.434 -2.817
C 0.323 1.329 -4.873
C -1.081 -5.000 2.862
C -1.847 2.430 -1.919
C 1.522 1.992 -5.061
C 0.057 0.753 -3.637
C -0.676 2.740 -1.169
C -2.357 3.312 -2.855
C -1.198 -0.056 -3.421
C -0.543 4.835 -2.487
C -0.365 1.741 4.459
C -1.213 -2.021 0.000
H 3.372 2.551 -4.114
H -0.403 1.252 -5.673
H 5.217 -1.573 1.142
H -3.459 -3.422 1.373
H 1.523 3.037 1.842
H 4.048 0.682 -0.519
H -2.849 -3.441 5.336
H -1.978 0.271 -4.122
H 3.363 -2.579 2.249
H -3.616 -1.788 0.689
H 3.384 1.799 0.698
H -2.159 -0.870 -1.849
H -0.935 -1.091 -3.656
H -1.888 -0.724 5.050
H 5.028 -1.463 -0.524
H 2.754 1.439 -1.975
H 4.805 0.806 1.090
H 1.752 2.459 -6.011
H -2.801 0.995 -0.656
H -2.516 -5.687 4.298
H 0.335 -4.068 1.509
H -3.262 3.050 -3.392
H -3.438 1.081 -2.314
H -0.895 1.642 5.390
H -4.150 -3.210 -0.261
H 1.822 -2.155 1.804
H -0.012 5.746 -2.726
H -0.975 -5.988 2.428
*
```

Quick look at the Mulliken charges, all values in e: Eu 1.19; I 0.00; I -0.01; S -0.30; S -0.41; O -0.31; O -0.09; O -0.13; O -0.32; N -0.16; N -0.58; N -0.09; N -0.48; N 0.11; N 0.77; N 0.38; C -0.30; C -0.20; C 0.17; C 0.84; C 0.13; C -0.46; C -0.97; C -1.43; C -0.64; C 0.09; C -0.71; C -0.40; C -0.45; C -1.05; C 0.15; C -0.11; C -0.99; C -0.77; C 0.90; C -0.49; C 0.66; C 0.00; C -0.62; C -1.25; C -0.59; C -0.71; C 0.11; H 0.44; H 0.44; H 0.26; H 0.22; H 0.03; H 0.37; H 0.39; H 0.37; H 0.23; H 0.29; H -0.01; H 0.23; H 0.49; H 0.21; H 0.27; H 0.06; H 0.27; H 0.40; H 0.31; H 0.36; H 0.41; H 0.36; H 0.47; H 0.37; H 0.26; H 0.29; H 0.38; H 0.36

---

A structure of composition BeH10O5 at a distorted geometry. Source: the Open Molecules 2025 dataset; level of theory: wB97M-V/def2-TZVPD.

The value obtained for the HOMO energy is -0.719 Ha. The molar mass is 99.1 g mol⁻¹. The energy above the lowest of the compared OMol25 structures with the same formula, charge and spin is 0.764 eV. The value obtained for the gap between HOMO and LUMO is 11.393 eV. The electronic energy is -396.43832 Eh.

Structure (ORCA input):
```
! RIJCOSX wB97M-V def2-TZVPD def2/J DEFGRID3
* xyz 2 1
O 10.164 -7.170 11.389
O 8.430 -4.587 11.955
O 9.096 -5.500 9.217
O 7.542 -7.319 10.647
O 9.412 -8.166 9.010
Be 9.077 -6.860 10.140
H 7.696 -4.086 12.237
H 6.794 -7.009 10.093
H 8.951 -4.560 9.469
H 9.710 -5.546 8.432
H 10.266 -8.529 9.398
H 9.107 -4.524 12.585
H 10.785 -7.826 11.018
H 8.818 -8.949 8.883
H 6.978 -7.693 11.394
H 10.737 -6.568 11.863
*
```

Quick look at the Mulliken charges, all values in e: O -0.36; O -0.56; O -0.34; O -0.35; O -0.41; Be 0.25; H 0.30; H 0.39; H 0.41; H 0.42; H 0.37; H 0.29; H 0.35; H 0.41; H 0.40; H 0.41